# 1
ORCA calculation (wB97M-V/def2-TZVPD) on a gas-phase ion, C3H7O2SSi (charge -1) in a non-equilibrium geometry.

Structure (XYZ):
```
14
Properties=species:S:1:pos:R:3:forces:R:3
C -2.46302 0.18750 -1.93284 -1.1720 0.5263 -1.1515
C -0.06363 -0.10069 1.28053 1.2978 0.4459 -1.4807
C -1.71286 0.22278 -0.77407 -0.2054 1.1562 3.7402
O -2.60323 -0.89879 -1.22983 -0.8884 -2.1461 -0.0470
O -2.91317 0.58778 -2.95199 -0.3403 0.5871 -1.1052
Si 0.15136 -0.21797 -0.72603 0.7344 1.3625 1.5822
S 2.19471 0.79070 -0.56604 2.5593 -3.2158 2.1978
H -0.60935 -0.98841 1.57434 -0.0237 -0.1361 0.5665
H 0.92877 0.11545 1.69353 -0.3419 -0.8036 0.4012
H -0.62437 0.80633 1.41982 -0.4642 0.3172 0.4224
H -2.19721 0.68175 0.20101 0.8943 -0.5242 -2.1948
H 0.57001 -1.57143 -0.89303 -0.1796 -1.4017 -0.1708
H 0.29971 0.26896 -2.13185 -0.2539 0.0522 -0.6018
H 1.69824 1.76486 -1.09173 -1.6163 3.7802 -2.1585
```
Positions in Å, forces in eV/Å.

Values from the calculation:
**Total charge**: -1
**Kohn-Sham gap**: 0.2711 hartree
**LUMO level**: 3.6 eV
**Relative energy (zero: lowest compared OMol25 entry of this formula, charge and spin)**: 2.361 eV
**2S+1**: 1
**Max |F|**: 4.7 eV/A

The Mulliken scheme yields these atomic charges, measured in e: number 1, C, carries 0.36; number 2, C, carries -1.25; number 3, C, carries 0.23; number 4, O, carries -0.44; number 5, O, carries -0.58; number 6, Si, carries 0.64; number 7, S, carries -0.47; number 8, H, carries 0.28; number 9, H, carries 0.38; number 10, H, carries 0.30; number 11, H, carries 0.14; number 12, H, carries -0.28; number 13, H, carries -0.34; number 14, H, carries 0.02


# 2
ORCA calculation (wB97M-V/def2-TZVPD) on a single C5H7N molecule in a non-equilibrium geometry.

Structure (XYZ):
```
13
Properties=species:S:1:pos:R:3:forces:R:3
C -0.35106 1.13623 -0.99392 -0.1574 -0.0378 -0.5040
C -0.17784 -0.01441 -0.06273 0.3690 0.3876 -0.3183
C -0.90086 0.08448 1.22814 -0.0496 0.3481 -0.2353
N -1.22668 -0.95683 0.25205 -0.1058 -0.1776 0.2162
C 1.15880 -0.61887 -0.03031 0.7133 -0.2746 -0.3591
C 2.20804 -1.20819 -0.16576 -0.7906 0.5114 0.1505
H -0.24622 0.78689 -2.01280 -0.0456 0.3006 -0.4485
H 0.40855 1.90198 -0.77772 -0.1977 -0.2816 -0.0993
H -1.33603 1.57044 -0.81357 0.0661 -0.0286 -0.3232
H -0.07502 0.15508 1.90009 -0.3256 -1.1042 1.6797
H -1.74506 0.76854 1.34374 0.6491 0.0930 -0.0093
H -0.85450 -1.88379 0.42755 0.0865 0.1223 0.1441
H 3.13788 -1.72155 -0.29477 -0.2118 0.1415 0.1065
```
Positions in Å, forces in eV/Å.

Values from the calculation:
**Total charge**: 0
**Kohn-Sham gap**: 0.3847 hartree
**LUMO level**: 1.1 eV
**SMILES string**: C#C[C@]1(C)CN1
**Relative energy (zero: lowest compared OMol25 entry of this formula, charge and spin)**: 3.542 eV
**2S+1**: 1
**Max |F|**: 2.0 eV/A

The Mulliken scheme yields these atomic charges, measured in e: number 1, C, carries -1.24; number 2, C, carries 1.12; number 3, C, carries -0.86; number 4, N, carries -0.65; number 5, C, carries -0.80; number 6, C, carries 0.11; number 7, H, carries 0.29; number 8, H, carries 0.29; number 9, H, carries 0.36; number 10, H, carries 0.38; number 11, H, carries 0.27; number 12, H, carries 0.29; number 13, H, carries 0.43


# 3
ORCA calculation (wB97M-V/def2-TZVPD) on a molecular structure, C40H62BeClGeN4P3.

Structure (XYZ):
```
112
Properties=species:S:1:pos:R:3:forces:R:3
Be 0.73007 1.66928 -0.49210 -0.2261 0.3915 -0.1690
C 0.94996 -0.90552 -4.78592 -0.0035 -0.0333 -0.0184
C 1.31100 -0.44649 -3.37140 0.0107 0.0337 -0.0721
C 1.65426 -1.67419 -2.53079 0.0081 -0.0106 0.0217
P 0.04335 0.64224 -2.54704 0.1588 0.0765 -0.1986
C -1.40455 -0.48077 -2.38850 -0.1645 0.0190 0.1317
N -1.32953 -1.37434 -1.25034 0.0374 -0.0899 -0.0822
Ge -0.33077 -0.87469 0.30160 0.0062 -0.0507 0.3497
N 1.30387 -1.60970 0.96201 0.0890 -0.3268 -0.2624
C 2.59908 -0.99517 0.81525 0.0738 -0.0032 0.1114
P 2.50294 0.82444 0.60563 -0.0177 -0.1380 -0.1140
C 2.59220 1.48236 2.32912 -0.0789 0.0934 -0.0065
C 3.97363 1.64302 2.95876 0.0214 -0.0075 0.0188
C 1.69560 0.65003 3.25093 0.0255 0.0262 0.0446
C 4.09457 1.23918 -0.23431 0.0194 0.0031 0.0252
C 3.95633 1.04645 -1.74381 -0.0085 0.0574 -0.0494
C 5.31384 0.44686 0.25616 -0.0128 -0.0192 -0.0166
C 1.24093 -2.81928 1.64585 -0.0836 0.0925 0.0379
C 2.31907 -3.44559 2.27815 -0.0143 0.0421 -0.0089
C 2.11411 -4.57715 3.05502 -0.0092 -0.0207 0.0159
C 0.84679 -5.10657 3.22699 -0.0030 0.0051 -0.0019
C -0.22273 -4.52657 2.55786 0.0292 0.0265 0.0005
C -0.01536 -3.42818 1.74838 0.0295 0.0425 -0.0424
N -1.05819 -2.82852 0.91928 -0.0268 0.0089 -0.0618
C -1.31601 -3.55524 -0.32531 -0.0283 -0.0365 0.0299
C -1.37663 -4.93163 -0.41954 0.0131 0.0716 -0.0157
C -1.73017 -5.52875 -1.62246 0.0084 -0.0153 -0.0094
C -2.03478 -4.72840 -2.70954 -0.0034 -0.0588 0.0008
C -1.94405 -3.34664 -2.62864 0.0269 0.0347 -0.0302
C -1.54463 -2.73584 -1.43898 0.0245 0.0988 0.1235
C -2.28024 -2.53475 1.67060 0.0016 -0.0435 -0.0206
C -3.25451 -3.48199 1.91356 -0.0054 0.0250 -0.0108
C -4.33357 -3.17079 2.72895 -0.0028 -0.0113 -0.0089
C -4.40137 -1.91180 3.30104 -0.0240 -0.0066 0.0112
C -3.44283 -0.94684 3.02834 0.0319 0.0200 -0.0424
C -2.37868 -1.22973 2.16628 -0.0034 -0.0369 0.0215
N -1.41875 -0.31551 1.74468 -0.1202 -0.0216 0.0189
C -1.62322 1.07533 2.07622 0.0225 0.0102 0.0780
P -1.12200 2.27401 0.77052 0.2050 0.0178 0.1686
C -2.58817 2.38853 -0.37367 -0.0955 -0.0873 0.0929
C -3.39716 3.68503 -0.33204 0.0477 0.0438 -0.0405
C -3.54425 1.20008 -0.21576 -0.0718 0.0644 -0.0642
C -1.09900 3.85108 1.76344 -0.0160 -0.0459 0.0166
C 0.28664 4.19497 2.30075 0.0007 -0.0288 0.0461
C -2.12089 3.88924 2.90458 0.0140 0.0624 -0.0125
C -0.49244 1.67098 -4.00279 -0.0434 0.0445 0.0205
C 0.65988 2.50905 -4.55559 0.0712 0.0322 0.0091
C -1.72158 2.54790 -3.77820 -0.0365 0.0566 0.0325
H 1.75305 -1.54532 -5.15663 0.0010 -0.0058 0.0077
H 0.83285 -0.08976 -5.49673 0.0347 -0.0420 0.0192
H 0.04021 -1.50992 -4.79358 -0.0087 0.0141 -0.0078
H 2.19622 0.19016 -3.44131 -0.0549 -0.0523 -0.0100
H 0.85366 -2.41490 -2.57369 -0.0060 0.0045 0.0080
H 1.82802 -1.43509 -1.48417 -0.0033 -0.0105 -0.0404
H 2.55596 -2.14700 -2.92615 -0.0010 -0.0062 0.0072
H -1.48605 -1.03765 -3.32223 0.1184 0.0521 0.0019
H -2.29708 0.14838 -2.33941 -0.0613 -0.0027 0.0234
H 3.18837 -1.41968 -0.00702 -0.0124 -0.0106 -0.0135
H 3.19445 -1.15417 1.71969 0.0231 0.0303 -0.0034
H 2.16252 2.48116 2.23143 0.0129 -0.0439 -0.0192
H 4.43294 0.67624 3.17473 -0.0062 0.0229 -0.0109
H 3.85765 2.16059 3.91296 -0.0029 -0.0070 0.0058
H 4.65829 2.23107 2.34827 -0.0245 -0.0006 0.0184
H 2.19819 -0.27521 3.54131 -0.0138 -0.0040 -0.0024
H 0.74852 0.36523 2.79860 -0.0236 0.0210 0.0001
H 1.49266 1.21034 4.16566 0.0024 -0.0130 0.0107
H 4.24554 2.30374 -0.02697 -0.0066 -0.0018 0.0082
H 3.74648 -0.00075 -1.97196 0.0257 0.0049 -0.0004
H 4.89814 1.29958 -2.23292 -0.0002 0.0285 -0.0184
H 3.16718 1.66453 -2.17976 0.1500 -0.1045 0.1017
H 5.27982 -0.57739 -0.11859 -0.0084 -0.0090 0.0084
H 5.41788 0.40910 1.33697 -0.0088 0.0070 -0.0736
H 6.21869 0.90328 -0.14799 0.0036 -0.0053 -0.0074
H 3.32281 -3.06053 2.17501 0.0063 -0.0008 0.0053
H 2.96242 -5.03948 3.54279 0.0001 0.0031 -0.0041
H 0.68791 -5.96732 3.86107 0.0028 0.0033 -0.0059
H -1.21804 -4.92854 2.68074 -0.0397 -0.0147 -0.0158
H -1.14228 -5.54617 0.43622 0.0120 -0.0207 0.0604
H -1.77768 -6.60586 -1.69845 -0.0052 0.0060 0.0011
H -2.34234 -5.17948 -3.64390 -0.0022 -0.0039 0.0032
H -2.19883 -2.76072 -3.50053 0.0044 -0.0214 0.0211
H -3.18067 -4.46079 1.45935 0.0135 -0.0168 -0.0130
H -5.09943 -3.90859 2.92209 0.0039 0.0037 0.0029
H -5.21777 -1.66547 3.96746 0.0024 0.0003 -0.0016
H -3.52832 0.02010 3.50234 -0.0049 0.0058 0.0013
H -1.08816 1.35907 2.99012 0.0089 -0.0225 -0.0196
H -2.67813 1.27362 2.27175 0.0252 0.0030 0.0054
H -2.11570 2.35351 -1.35299 -0.0196 -0.1083 -0.0205
H -3.98073 3.76922 0.58408 0.0253 0.0267 0.0366
H -4.10758 3.66987 -1.16144 -0.0017 -0.0040 0.0022
H -2.78475 4.57745 -0.44890 0.0121 -0.0113 -0.0184
H -4.12809 1.29528 0.70169 -0.0215 0.0133 -0.0194
H -3.05590 0.22836 -0.18805 0.0559 -0.0390 -0.0644
H -4.25650 1.20202 -1.04473 0.0103 -0.0095 0.0097
H -1.36525 4.61343 1.03640 0.0201 0.0367 -0.0569
H 0.56933 3.52258 3.11660 -0.0028 0.0167 -0.0450
H 0.27399 5.20773 2.70680 -0.0042 -0.0065 0.0273
H 1.04710 4.16391 1.52149 -0.0362 0.0129 0.0241
H -1.85051 3.21186 3.71521 0.0002 0.0106 -0.0048
H -3.13552 3.65570 2.58742 -0.0193 -0.0253 -0.0323
H -2.13350 4.89683 3.32454 -0.0185 -0.0010 -0.0103
H -0.76044 0.92382 -4.75622 -0.0419 -0.0003 0.0748
H 0.95974 3.28626 -3.85335 -0.0476 0.0234 0.0440
H 0.33523 3.01142 -5.46825 0.0033 -0.0176 -0.0158
H 1.53960 1.91326 -4.80298 -0.0139 0.0101 0.0072
H -1.49698 3.38968 -3.12241 0.0201 0.0047 -0.0045
H -2.56762 1.99837 -3.36590 -0.0295 -0.0281 -0.0322
H -2.04739 2.95128 -4.73872 0.0413 0.0301 0.0000
Cl 0.21936 4.61238 -1.24487 -0.1049 -0.1340 -0.0070
C 1.41781 3.25778 -1.00368 0.0677 0.0218 0.0048
H 2.14057 3.66924 -0.29131 -0.0231 0.0185 -0.0231
H 1.93602 3.23295 -1.96023 0.0949 -0.0393 0.0018
```
Positions in Å, forces in eV/Å.

Values from the calculation:
**Total charge**: +1
**Kohn-Sham gap (alpha / beta)**: 0.2762 / 0.2473 hartree
**LUMO level (alpha / beta)**: -1.5 / -3.3 eV
**2S+1**: 2
**Max |F|**: 0.5 eV/A

Atomic partial charges in e from the Mulliken method, atoms 1 to 99: number 1, Be, carries 1.01; number 2, C, carries -1.72; number 3, C, carries 1.13; number 4, C, carries -1.79; number 5, P, carries 0.42; number 6, C, carries -2.14; number 7, N, carries 1.01; number 8, Ge, carries -2.03; number 9, N, carries 0.88; number 10, C, carries -3.16; number 11, P, carries 0.81; number 12, C, carries 1.51; number 13, C, carries -1.90; number 14, C, carries -1.43; number 15, C, carries 0.40; number 16, C, carries -0.70; number 17, C, carries -1.77; number 18, C, carries 0.71; number 19, C, carries -0.76; number 20, C, carries -0.91; number 21, C, carries -1.16; number 22, C, carries -0.39; number 23, C, carries 0.48; number 24, N, carries 1.18; number 25, C, carries 0.36; number 26, C, carries -0.16; number 27, C, carries -1.10; number 28, C, carries -1.02; number 29, C, carries -0.66; number 30, C, carries 0.28; number 31, C, carries 0.59; number 32, C, carries -0.43; number 33, C, carries -1.14; number 34, C, carries -0.90; number 35, C, carries -0.84; number 36, C, carries 0.60; number 37, N, carries 0.83; number 38, C, carries -2.74; number 39, P, carries 0.52; number 40, C, carries 3.99; number 41, C, carries -1.74; number 42, C, carries -1.37; number 43, C, carries 0.60; number 44, C, carries -1.27; number 45, C, carries -1.68; number 46, C, carries 0.05; number 47, C, carries -1.43; number 48, C, carries -1.52; number 49, H, carries 0.49; number 50, H, carries 0.42; number 51, H, carries 0.27; number 52, H, carries 0.36; number 53, H, carries 0.36; number 54, H, carries 0.35; number 55, H, carries 0.69; number 56, H, carries 0.20; number 57, H, carries 0.58; number 58, H, carries 0.70; number 59, H, carries 0.80; number 60, H, carries -0.42; number 61, H, carries 0.34; number 62, H, carries 0.47; number 63, H, carries 0.44; number 64, H, carries 0.38; number 65, H, carries 0.03; number 66, H, carries 0.56; number 67, H, carries 0.85; number 68, H, carries 0.10; number 69, H, carries 0.62; number 70, H, carries -0.27; number 71, H, carries 0.36; number 72, H, carries 0.35; number 73, H, carries 0.49; number 74, H, carries 0.54; number 75, H, carries 0.41; number 76, H, carries 0.45; number 77, H, carries 0.51; number 78, H, carries 0.53; number 79, H, carries 0.43; number 80, H, carries 0.41; number 81, H, carries 0.61; number 82, H, carries 0.51; number 83, H, carries 0.45; number 84, H, carries 0.41; number 85, H, carries 0.55; number 86, H, carries 0.55; number 87, H, carries 0.87; number 88, H, carries -2.88; number 89, H, carries 0.41; number 90, H, carries 0.48; number 91, H, carries 0.40; number 92, H, carries 0.48; number 93, H, carries 0.09; number 94, H, carries 0.47; number 95, H, carries 0.53; number 96, H, carries 0.27; number 97, H, carries 0.64; number 98, H, carries 0.02; number 99, H, carries 0.30


# 4
ORCA calculation (wB97M-V/def2-TZVPD) on 5 unconnected molecules or ions with the total composition C4H17NO5 in a non-equilibrium geometry.

Structure (XYZ):
```
27
Properties=species:S:1:pos:R:3:forces:R:3
O -0.03871 -1.30414 2.33411 0.8290 -0.6276 0.2715
C 0.79832 -0.81874 1.60070 -2.4073 0.3652 -0.2546
C 0.74077 0.63982 1.23868 2.4960 -0.2185 -0.2006
C 0.83524 0.75224 -0.30564 -0.0922 -0.0714 1.3927
C 0.77431 2.22144 -0.72264 0.4331 0.9445 0.5569
N -0.50493 2.71595 -1.17919 1.9526 0.4217 -0.2392
H 1.43927 -1.47867 0.98959 0.5151 0.2496 0.3172
H -0.08453 1.21378 1.63376 -0.4890 -0.3739 0.2054
H 1.64772 1.05066 1.71462 -0.0290 0.2746 -0.2202
H -0.04133 0.14178 -0.53776 0.1012 0.5600 -1.1794
H 1.73421 0.26032 -0.67305 -0.0369 -0.0732 0.0519
H 1.10137 2.89735 0.08459 -0.6306 -0.5187 0.7200
H 1.64921 2.53386 -1.31007 -0.5896 -0.6259 -1.2025
H -0.74105 2.42763 -2.10531 -0.8949 -0.0514 0.1832
H -1.13708 2.95445 -0.44735 -0.6912 -0.2278 -0.3872
H -0.65073 -2.33776 -1.27949 -0.8504 0.4832 0.6483
H -0.08995 -3.43722 -0.24300 -0.7019 0.2092 0.7070
O -0.04785 -3.04836 -1.10644 1.3591 -0.5513 -1.1526
H -2.03072 -1.00751 2.73069 0.6482 0.6896 0.0729
H -2.16152 0.59449 2.61329 0.6558 -0.3105 0.3552
O -2.56553 -0.25616 2.45985 -1.6126 -0.1806 -0.5780
H 3.07908 -2.23981 -2.04461 -0.6761 -0.7535 -0.2765
H 1.61932 -2.28896 -1.20930 -0.1386 -0.9738 -1.0086
O 2.48818 -1.91454 -1.37269 0.9257 1.6337 1.1325
H -2.71224 -0.04155 -1.72202 0.1493 0.0024 -0.1595
H -2.88646 -0.04973 -0.23131 0.1929 -0.1441 0.4250
O -2.21436 -0.18065 -0.91002 -0.4178 -0.1315 -0.1808
```
Positions in Å, forces in eV/Å.

Values from the calculation:
**Total charge**: 0
**Kohn-Sham gap**: 0.3398 hartree
**LUMO level**: 0.5 eV
**SMILES string**: NCCCC=O.O.O.O.O
**Relative energy (zero: lowest compared OMol25 entry of this formula, charge and spin)**: 2.213 eV
**2S+1**: 1
**Max |F|**: 2.5 eV/A

The Mulliken scheme yields these atomic charges, measured in e: number 1, O, carries -0.54; number 2, C, carries 0.04; number 3, C, carries -0.53; number 4, C, carries 0.31; number 5, C, carries -1.15; number 6, N, carries -0.39; number 7, H, carries 0.42; number 8, H, carries 0.17; number 9, H, carries 0.39; number 10, H, carries -0.12; number 11, H, carries 0.27; number 12, H, carries 0.37; number 13, H, carries 0.38; number 14, H, carries 0.20; number 15, H, carries 0.20; number 16, H, carries 0.32; number 17, H, carries 0.32; number 18, O, carries -0.72; number 19, H, carries 0.34; number 20, H, carries 0.30; number 21, O, carries -0.62; number 22, H, carries 0.27; number 23, H, carries 0.39; number 24, O, carries -0.62; number 25, H, carries 0.28; number 26, H, carries 0.28; number 27, O, carries -0.57


Among the records above, which one has the lowest max |F|? C40H62BeClGeN4P3


Which of these has the lowest total charge? C3H7O2SSi


Number 3 is which compound? C40H62BeClGeN4P3